# C35H56MoN2P4Se

A structure of composition C35H56MoN2P4Se (ωB97M-V with the def2-TZVPD basis set, the OMol25 dataset).

Output
E_LUMO (alpha / beta) = -6.69 / -6.97 eV
orbital gap (alpha / beta) = 0.2254 / 0.2261 Eh
total charge = +2
2S+1 = 3
⟨S²⟩ = 2.035
ΔE to the lowest compared entry with this formula, charge and spin = 0.000 eV
E_HOMO (alpha / beta) = -12.83 / -13.12 eV

```
99
Properties=species:S:1:pos:R:3:forces:R:3
Mo 0.0164 0.4390 0.1236 -0.3 -0.2 -0.3
Se 2.3413 0.0599 0.8012 0.1 -0.2 0.7
P -0.1720 -0.1171 2.6247 0.0 -0.1 0.2
P 0.0476 -0.8029 -2.1487 0.1 -0.4 -0.1
P -1.8770 2.1246 0.3293 -0.1 0.4 0.0
P 0.9540 2.5710 -1.0120 0.0 0.2 0.1
N -1.5308 -0.8815 0.3059 0.0 -0.1 0.1
N 6.6692 -0.2937 -0.9424 -0.3 0.0 0.0
C 0.1938 -2.1287 4.5310 0.0 0.0 0.0
C -1.3030 3.8031 -0.1182 0.1 0.0 -0.1
C -2.8207 -0.3738 3.7665 0.0 0.0 0.0
C 0.4665 1.0615 3.9128 -0.2 0.1 0.0
C 1.4961 -1.9711 -2.1232 0.1 0.0 -0.1
C 4.7858 -1.2085 0.2405 0.2 0.0 -0.1
C -1.2763 0.7859 -3.9629 0.0 0.0 0.0
C 2.0177 3.5587 0.0875 0.0 0.0 0.0
C -3.8296 -0.8667 1.2292 -0.1 0.0 0.0
C 0.8280 2.4192 3.3132 0.0 0.0 0.0
C -3.2014 1.7679 -0.8771 0.0 0.0 0.0
C 0.2309 -2.8535 2.1232 0.0 0.0 0.0
C -4.1846 -0.5451 3.5894 0.0 0.0 0.0
C -1.3655 -1.8816 -1.9138 -0.1 0.1 -0.2
C 4.6304 0.9599 -0.7683 0.2 -0.1 0.0
C -1.8588 -1.9293 -0.6122 0.0 0.2 0.3
C -3.0695 -3.9386 -1.1791 0.0 0.0 0.0
C 1.2913 -3.3241 -2.8033 0.0 0.0 0.1
C -2.7091 -3.8002 -2.5157 0.0 0.0 0.0
C -1.8308 -2.7941 -2.8659 0.0 0.0 0.0
C -4.6877 -0.7594 2.3116 0.0 0.0 0.0
C 5.9410 0.7930 -1.1972 0.1 -0.1 0.0
C 1.8799 2.6274 -2.5741 0.1 -0.1 0.0
C -0.4038 3.7484 -1.3443 -0.1 0.0 0.1
C -1.9531 -0.4326 2.6763 0.0 0.0 0.0
C 0.5782 -1.7363 3.1025 0.0 0.0 0.0
C -2.7931 2.5062 1.8531 0.0 -0.1 0.0
C 4.0592 -0.0651 -0.0332 -0.2 0.2 -0.2
C -2.4546 -0.7438 1.4094 0.2 0.0 -0.3
C -2.6484 -3.0196 -0.2366 0.0 -0.1 0.0
C 6.0897 -1.2682 -0.2432 0.1 0.1 -0.1
C -0.4085 1.2762 5.1507 0.1 0.0 0.0
C 0.0046 -0.0389 -3.8242 -0.2 0.1 0.0
C 0.2144 -0.9258 -5.0550 0.0 0.0 0.0
C 2.7288 -1.2532 -2.6742 0.0 -0.1 -0.1
H 1.6536 -1.5477 3.0593 0.0 0.0 0.0
H 1.3992 0.5745 4.2113 0.0 0.0 0.0
H 6.4267 1.5749 -1.7710 0.0 0.0 0.0
H -0.8406 -3.0642 2.1304 0.0 0.0 0.0
H 0.1151 1.9550 5.8259 0.0 0.0 0.0
H -1.4017 1.4875 -3.1368 0.0 0.0 0.0
H -1.4714 -2.7464 -3.8815 0.0 0.0 0.0
H -4.2313 -1.0611 0.2435 0.0 0.0 0.0
H 1.1757 -1.4303 -5.0571 0.0 0.0 0.0
H 2.1946 -3.9185 -2.6485 0.0 0.0 0.0
H -2.1577 0.1424 -3.9929 0.0 0.0 0.0
H 4.0936 1.8659 -1.0112 0.1 0.0 0.1
H -2.4419 -0.1876 4.7589 0.0 0.0 0.0
H -3.4090 3.3813 1.6360 0.0 0.0 0.0
H 2.6508 1.8619 -2.6282 0.0 0.0 0.0
H 0.7462 -3.7655 2.4273 0.0 0.0 0.0
H 1.4139 2.9920 4.0341 0.0 0.0 0.0
H -3.4387 1.6837 2.1493 0.0 0.0 0.0
H 1.4246 2.3086 2.4134 0.1 0.0 0.0
H 2.6800 -1.1497 -3.7586 0.0 0.0 0.0
H -0.6114 0.3620 5.7046 0.0 0.0 0.0
H 0.4577 -3.8787 -2.3774 0.0 0.0 0.0
H -2.1181 2.7436 2.6720 0.0 0.0 0.0
H -2.9471 -3.1505 0.7938 0.0 0.0 0.0
H -3.0683 -4.4962 -3.2612 0.0 0.0 0.0
H -1.2524 1.3620 -4.8892 0.0 0.0 0.0
H -2.1749 4.4394 -0.2746 0.0 0.0 0.0
H 1.6495 -2.1597 -1.0590 0.0 0.0 0.1
H -0.5671 -1.6683 -5.1916 0.0 0.0 0.0
H 0.6427 -3.0970 4.7582 0.0 0.0 0.0
H -3.5112 2.6924 -1.3660 0.0 0.0 0.0
H 0.1880 -0.2778 -5.9337 0.0 0.0 0.0
H 0.0186 4.7254 -1.5844 0.0 0.0 0.0
H 0.5592 -1.4230 5.2762 0.0 0.0 0.0
H -3.6914 -4.7678 -0.8662 0.0 0.0 0.0
H -0.0651 3.0047 3.0822 0.0 0.0 0.0
H -4.0542 1.3501 -0.3445 0.0 0.0 0.0
H -0.8868 -2.2376 4.6437 0.0 0.0 0.0
H 4.3677 -2.0293 0.8074 0.0 0.0 0.0
H -5.7545 -0.8573 2.1565 0.0 0.0 0.0
H -4.8510 -0.4979 4.4403 0.0 0.0 0.0
H 6.6959 -2.1464 -0.0514 0.0 0.0 0.0
H -1.3575 1.7467 4.8894 0.0 0.0 0.0
H 0.5305 -2.6246 1.1004 0.0 0.0 0.0
H 2.9025 2.9911 0.3683 0.0 0.0 0.0
H -0.7605 4.2001 0.7431 0.0 0.0 0.0
H 0.8525 0.6428 -3.7889 0.1 0.0 0.0
H 1.1375 -3.2412 -3.8784 0.0 0.0 0.0
H 2.3148 4.4670 -0.4389 0.0 0.0 0.0
H 1.4938 3.8340 0.9986 0.0 0.0 0.0
H -0.9578 3.4049 -2.2204 0.0 0.0 0.0
H 3.6276 -1.8244 -2.4385 0.0 0.0 0.0
H 2.3505 3.6089 -2.6422 0.0 0.0 0.0
H -2.8838 1.0486 -1.6281 0.0 0.0 0.0
H 2.8536 -0.2648 -2.2444 0.0 0.1 0.0
H 1.2024 2.5132 -3.4164 0.0 0.0 0.0
```
Forces are in eV/Å.